1.
CH3N3O3 | wB97M-V/def2-TZVPD

Last column: Mulliken charge in e.
Element x y z (Å)
H1 2.448 -1.692 0.232  0.248
N1 1.481 -1.491 -0.138  -0.687
N2 1.224 -0.185 -0.135  0.998
O1 1.843 0.653 0.559  -0.595
N3 0.096 -0.045 -0.818  -0.264
O2 -0.686 1.162 -0.460  -0.226
C1 -1.696 0.850 0.332  0.186
O3 -2.202 -0.161 0.555  -0.406
H2 -0.519 -0.891 -0.937  0.390
H3 -1.988 1.799 0.809  0.358

Properties
Multiplicity: 1
HOMO energy (alpha / beta) in eV: -10.097 / -10.098
Lowest unoccupied orbital energy (alpha / beta) in Ha: -0.0004 / -0.0004
Energy relative to the best compared isomer or geometry (same formula, charge and spin) in kJ/mol: 326.12
Orbital gap (alpha / beta) in eV: 10.09 / 10.09

2.
CH3N3O4 | wB97M-V/def2-TZVPD

Last column: Mulliken charge in e.
Element x y z (Å)
C1 -0.470 -0.741 -0.922  -0.715
N1 -0.049 0.225 0.058  -0.009
N2 -0.600 0.244 1.383  0.876
O1 -0.851 -0.870 1.808  -0.524
O2 -0.734 1.287 1.962  -0.481
N3 1.249 0.761 -0.061  1.100
O3 1.814 0.347 -1.049  -0.596
O4 1.589 1.591 0.732  -0.583
H1 -1.673 -0.692 -1.073  0.278
H2 -0.186 -0.382 -1.930  0.337
H3 -0.089 -1.770 -0.909  0.316

Properties
Multiplicity: 1
HOMO energy in eV: -11.421
Lowest unoccupied orbital energy in Ha: -0.0229
Energy relative to the best compared isomer or geometry (same formula, charge and spin) in kJ/mol: 352.06
Orbital gap in eV: 10.80

3.
CH3N3S | wB97M-V/def2-TZVPD

Last column: Mulliken charge in e.
Element x y z (Å)
C1 -0.695 0.269 -0.235  -0.174
N1 0.332 1.273 0.038  -0.229
N2 1.460 0.939 0.110  -0.029
S1 1.620 -0.823 -0.008  0.014
N3 -0.040 -1.062 -0.048  -0.385
H1 -1.461 0.318 0.553  0.258
H2 -0.911 0.507 -1.248  0.238
H3 -0.305 -1.421 0.837  0.307

Properties
Multiplicity: 1
HOMO energy in eV: -8.809
Lowest unoccupied orbital energy in Ha: 0.0276
Energy relative to the best compared isomer or geometry (same formula, charge and spin) in kJ/mol: 20.34
Orbital gap in eV: 9.56

4.
CH3N3S | wB97M-V/def2-TZVPD

Last column: Mulliken charge in e.
Element x y z (Å)
C1 -1.431 -1.058 0.163  -0.295
N1 0.736 -0.459 -0.236  -0.551
N2 1.423 0.425 -0.201  1.039
N3 2.062 1.405 -0.019  -0.792
S1 -2.241 0.282 -0.132  -0.239
H1 -1.024 -1.608 -0.632  0.264
H2 -1.352 -1.336 1.145  0.301
H3 1.826 2.349 -0.087  0.272

Properties
Multiplicity: 1
HOMO energy in eV: -8.594
Lowest unoccupied orbital energy in Ha: -0.0027
Energy relative to the best compared isomer or geometry (same formula, charge and spin) in kJ/mol: 202.61
Orbital gap in eV: 8.52

5.
CH3N4OP | wB97M-V/def2-TZVPD

Last column: Mulliken charge in e.
Element x y z (Å)
H1 0.794 -1.881 -0.693  0.236
N1 0.250 -1.512 -1.507  -0.402
N2 -0.771 -0.908 -1.250  0.016
P1 -1.349 -0.484 0.326  0.196
C1 -0.737 1.212 -0.137  -0.057
N3 0.394 1.437 0.385  -0.354
N4 0.851 0.566 1.221  0.019
O1 -0.004 -0.671 1.258  -0.345
H2 -1.256 1.938 -0.729  0.430
H3 1.827 0.303 1.126  0.260

Properties
Multiplicity: 1
HOMO energy in eV: -8.643
Lowest unoccupied orbital energy in Ha: 0.0141
Energy relative to the best compared isomer or geometry (same formula, charge and spin) in kJ/mol: 62.22
Orbital gap in eV: 9.03

6.
CH3N4Si | wB97M-V/def2-TZVPD

Last column: Mulliken charge in e.
Element x y z (Å)
C1 2.016 -0.199 -0.059  0.374
N1 4.148 -0.659 -0.173  -0.425
N2 2.869 -1.113 -0.356  -0.320
N3 3.131 1.152 0.421  -0.250
N4 4.175 0.547 0.160  -0.194
Si1 0.242 -0.042 0.028  0.175
H1 0.167 1.356 0.150  -0.117
H2 -0.729 -0.610 1.098  -0.130
H3 -0.106 -0.594 -1.324  -0.112

Properties
Multiplicity: 1
HOMO energy in eV: -3.943
Lowest unoccupied orbital energy in Ha: 0.1417
Energy relative to the best compared isomer or geometry (same formula, charge and spin) in kJ/mol: 224.35
Orbital gap in eV: 7.80
Charge: -1